Here is a 2-piece molecular cluster, C33H35N3O4 overall at a distorted geometry from the OMol25 dataset. Energies are from wB97M-V/def2-TZVPD.

Geometry (Å):
1 O -0.2718 -1.0014 2.1770
2 O -1.8525 -3.6632 -0.3725
3 H 3.0025 2.3838 -0.1424
4 H 0.2539 -2.2432 -3.2293
5 H -4.4649 0.4731 1.5169
6 H 1.2651 1.3608 -0.5388
7 C -3.0995 -1.0790 -0.2480
8 N -1.1261 0.8208 -6.3579
9 H 0.8992 -2.2098 4.2112
10 H -6.6332 -3.9649 0.9120
11 H 4.5899 3.8843 1.0256
12 H -3.0954 0.5117 -5.7206
13 C -1.8614 -1.4510 0.4391
14 C 5.6305 4.3877 4.0403
15 H -3.1212 -1.6340 -1.1954
16 H -6.5996 -0.0543 2.7188
17 C 1.3767 0.2883 -0.3591
18 H 7.6512 4.2069 2.2394
19 C -4.3787 -1.4316 0.5239
20 H -1.7669 -3.6546 3.6020
21 H 5.3832 0.8041 3.9373
22 H 0.0332 1.9086 -2.0546
23 O -0.4411 -3.1721 1.3091
24 H 0.7368 1.3299 -7.1942
25 C 5.0787 2.4476 2.5703
26 N 6.0180 3.2712 3.2023
27 H 6.2800 4.4027 4.9276
28 C -4.9554 -0.4927 1.3801
29 H -2.8443 2.0161 -6.6634
30 C 0.8231 -2.8108 3.2999
31 C 3.4938 2.0491 0.7707
32 C -6.1573 -2.9900 1.0416
33 C -4.9606 -2.6920 0.3854
34 C -0.6084 0.4942 -5.0959
35 H -3.0707 0.0054 -0.4018
36 C 4.8333 1.1350 3.0536
37 C -0.4282 1.4853 -4.1039
38 H -4.4633 -3.4405 -0.2347
39 C 0.6304 -0.5863 -1.1531
40 C -1.6969 -2.5939 3.3314
41 C -1.4257 -2.8255 0.4014
42 C -6.1410 -0.7900 2.0540
43 H -1.6086 -1.9877 4.2412
44 C -1.1729 -0.4941 1.2601
45 H -2.5945 -2.2927 2.7746
46 H -0.5849 2.5020 -7.5181
47 C 0.1877 -0.2202 -2.4669
48 H 0.6113 -1.6456 -0.8850
49 H 5.7579 5.3453 3.5103
50 H -0.5659 0.9402 -8.3625
51 H -0.3769 -1.5975 -5.5633
52 H 1.7184 -2.6556 2.6911
53 C -2.5567 0.9566 -6.5648
54 N -9.0290 -2.5537 3.0528
55 H 4.5850 4.2783 4.3513
56 H 8.0403 3.3106 3.7205
57 C 7.4160 3.2969 2.8159
58 C -0.3335 1.4343 -7.4075
59 C -6.7511 -2.0388 1.8801
60 C -0.3051 -0.8529 -4.7696
61 O -1.2813 0.7160 1.1464
62 C 0.0461 -1.2021 -3.4827
63 H 7.6621 2.4151 2.2135
64 C -0.0572 1.1359 -2.8186
65 H -0.6176 2.5266 -4.3676
66 H 3.7382 -0.6944 2.8023
67 C 3.9285 0.3098 2.4176
68 H 2.2654 -1.1707 0.9088
69 C 4.3835 2.8865 1.4178
70 C 2.2777 -0.1203 0.6155
71 H -2.8436 0.4445 -7.4941
72 C -8.0011 -2.3300 2.5378
73 H 0.7496 -3.8716 3.5599
74 C 3.2251 0.7387 1.2563
75 C -0.4285 -2.3951 2.5214

Cartesian forces, eV/Å:
0.17 -0.23 0.15
0.43 -0.09 0.17
0.17 -0.02 0.25
-0.11 0.24 -0.08
-0.20 -0.23 -0.05
0.25 -0.42 -0.10
-0.85 0.14 -0.58
-0.04 -0.31 -0.85
-0.02 -0.11 -0.14
0.17 0.32 0.05
-0.07 -0.29 0.14
0.04 0.10 -0.25
1.56 -0.52 0.90
-0.17 -0.14 -0.30
-0.14 0.38 -0.03
0.14 -0.25 -0.23
0.20 0.40 0.85
0.05 -0.16 -0.03
0.54 0.12 -0.12
-0.10 0.25 -0.01
-0.22 0.09 -0.27
-0.09 -0.19 -0.24
0.10 0.01 0.39
-0.26 0.03 -0.09
-0.58 -0.59 -0.61
0.54 0.04 0.72
-0.23 0.08 -0.08
-0.34 -0.12 0.17
-0.08 -0.12 0.08
-0.38 0.14 -0.24
-0.27 -0.51 0.14
0.24 -0.12 -0.04
-0.37 -0.11 0.14
0.31 -0.14 0.92
-0.14 -0.20 -0.26
0.30 0.83 -0.16
-0.16 -0.39 -0.27
-0.21 0.23 0.11
0.53 -0.82 0.19
0.01 -0.13 0.16
-0.69 0.61 0.08
0.18 0.15 0.06
-0.14 -0.16 -0.17
-0.40 -0.19 -0.59
0.28 -0.11 0.19
0.18 -0.06 -0.02
-0.76 0.49 -0.80
0.19 0.22 -0.18
-0.12 0.01 0.15
0.18 0.12 0.12
-0.08 0.16 0.29
-0.15 -0.03 0.04
0.20 -0.07 0.28
2.23 0.46 -1.07
0.27 0.09 -0.02
0.00 -0.08 -0.20
-0.27 -0.13 -0.09
-0.03 -0.04 0.32
0.19 0.11 -0.20
-0.32 0.75 -0.43
0.19 0.04 0.57
0.20 0.02 0.74
-0.01 0.21 0.16
0.26 -0.31 0.23
-0.02 -0.27 0.12
0.04 0.27 -0.09
-0.45 -0.19 -0.70
0.07 0.14 -0.12
0.26 -0.24 0.41
-1.29 -0.26 -0.72
-0.06 0.06 0.19
-2.03 -0.41 0.97
0.02 0.21 -0.04
0.83 0.96 0.70
0.30 0.30 -0.69

ΔE to the lowest compared entry with this formula, charge and spin	3.401	eV
2S+1	1
LUMO	-2.6	eV
electronic energy	-47446.34125	eV
HOMO-LUMO gap	4.576	eV